Entry from the Open Molecules 2025 dataset: a 6-piece molecular cluster, C2H15NO5 overall (ωB97M-V with the def2-TZVPD basis set).

```
23
Properties=species:S:1:pos:R:3:mulliken_charge:R:1
C 3.199 1.605 0.042 -0.81
C 2.062 1.749 2.172 -0.14
N 2.180 1.304 0.992 0.19
H 3.166 2.585 -0.465 0.38
H 3.370 0.883 -0.780 0.30
H 4.192 1.561 0.478 0.41
H 1.338 1.252 2.801 0.32
H 2.572 2.685 2.335 0.33
H -2.896 1.099 -0.011 0.31
H -2.557 2.282 0.816 0.30
O -3.334 1.725 0.581 -0.62
H 1.353 -1.765 -1.870 0.31
H 0.614 -3.212 -1.931 0.32
O 1.039 -2.539 -1.382 -0.62
H -1.330 -0.756 1.046 0.25
H -0.231 0.090 0.357 0.27
O -1.146 -0.139 0.353 -0.52
H -1.018 0.046 -1.584 0.34
H -0.543 0.139 -3.001 0.31
O -0.246 0.325 -2.101 -0.62
H -1.758 -2.582 0.368 0.29
H -2.997 -2.707 -0.415 0.32
O -2.493 -3.201 0.246 -0.60
```

Properties
E_LUMO (spin up / spin down): -6.1 / -9.3 eV
energy relative to the best compared isomer or geometry (same formula, charge and spin): 218.9 kJ/mol
spin multiplicity: 2
gap between HOMO and LUMO (spin up / spin down): 7.541 / 4.299 eV
highest occupied orbital energy (spin up / spin down): -13.65 / -13.65 eV
total charge: +1

---

Entry from the Open Molecules 2025 dataset: C29H25Cl3F6N8O8S2Tl as an isolated structure (ωB97M-V with the def2-TZVPD basis set).

```
82
Properties=species:S:1:pos:R:3:mulliken_charge:R:1
Tl -0.384 0.595 -0.011 1.35
O -1.453 4.597 -0.932 -0.75
C -1.415 3.399 -0.675 0.11
N -0.508 2.497 -1.082 0.18
C 0.370 2.768 -2.156 0.30
C -0.021 3.622 -3.185 -0.76
C 0.802 3.848 -4.275 -0.79
C 2.030 3.212 -4.339 -0.92
C 2.421 2.332 -3.343 -0.53
C 1.602 2.074 -2.228 0.49
N 1.889 1.229 -1.157 -0.08
C 2.990 0.472 -1.191 0.45
O 3.748 0.222 -2.135 -0.74
C 3.522 -0.024 0.151 -0.19
C 4.724 0.335 0.596 -0.46
C 4.848 0.326 2.055 -0.80
C 3.778 -0.065 2.741 -0.33
C 1.644 -1.516 2.997 -0.30
N 1.259 -0.199 1.143 -0.32
C -2.577 2.820 0.114 0.52
C -3.622 3.660 0.461 -0.62
C -4.740 3.121 1.069 -0.49
C -4.789 1.755 1.291 -1.15
C -3.700 0.986 0.924 -0.18
N -2.610 1.510 0.364 0.16
H -0.970 4.131 -3.112 0.44
H 0.483 4.523 -5.060 0.38
H 2.694 3.390 -5.177 0.37
H 3.366 1.822 -3.416 0.49
H 5.487 0.776 -0.029 0.53
H 5.748 0.679 2.543 0.45
H 3.585 -0.260 3.780 0.57
H 1.082 -0.837 3.623 0.28
H -3.520 4.712 0.241 0.55
H -5.563 3.757 1.367 0.41
H -5.638 1.280 1.762 0.51
H -3.700 -0.077 1.105 0.55
F 0.573 1.180 4.980 -0.19
C -0.328 2.167 4.928 0.35
F 0.323 3.320 4.788 -0.22
F -0.994 2.190 6.082 -0.23
S -1.478 1.934 3.506 1.13
O -0.575 1.694 2.404 -0.58
O -2.268 3.124 3.496 -0.64
N -2.360 0.713 3.958 -0.58
S -2.342 -0.754 3.398 1.27
O -1.351 -1.012 2.383 -0.61
O -3.676 -1.231 3.175 -0.74
C -1.808 -1.719 4.874 0.46
F -2.669 -1.546 5.876 -0.23
F -1.766 -3.013 4.565 -0.20
F -0.597 -1.341 5.293 -0.17
Cl 4.527 -2.931 1.214 -0.16
C 2.973 -2.365 0.878 -0.15
Cl 2.526 -0.738 1.565 0.61
Cl 1.536 -3.175 3.285 -0.12
C 2.115 -2.933 -0.231 0.27
O 2.227 -4.161 -0.356 -0.81
O 1.404 -2.129 -0.865 0.50
C 1.321 -2.482 -3.871 -0.46
C 1.129 -0.975 -3.862 -0.13
N -0.024 -0.618 -3.032 -0.03
C -0.675 -1.477 -2.228 0.29
N -1.332 -1.020 -1.162 -0.02
C -2.200 -2.009 -0.524 -0.03
C -1.420 -3.286 -0.268 -0.12
C -0.935 -3.834 -1.600 -1.07
N -0.722 -2.767 -2.586 0.24
C -0.046 -3.146 -3.821 -1.12
H 1.882 -2.789 -2.989 -0.09
H 1.868 -2.780 -4.766 0.61
H 0.937 -0.604 -4.873 0.49
H 2.019 -0.477 -3.474 -0.19
H -0.123 0.363 -2.813 -0.06
H -3.059 -2.204 -1.179 0.37
H -2.576 -1.607 0.410 -0.48
H -2.032 -4.033 0.240 0.62
H -0.574 -3.042 0.371 -0.30
H -1.678 -4.515 -2.026 0.53
H 0.010 -4.366 -1.462 0.41
H -0.659 -2.849 -4.680 0.37
H 0.037 -4.231 -3.825 0.53
```

Properties
E_LUMO (spin up / spin down): 1.3 / 1.6 eV
energy relative to the best compared isomer or geometry (same formula, charge and spin): 1673.3 kJ/mol
spin multiplicity: 1
gap between HOMO and LUMO (spin up / spin down): 6.117 / 6.472 eV
highest occupied orbital energy (spin up / spin down): -4.87 / -4.86 eV
total charge: -1

---

Entry from the Open Molecules 2025 dataset: C4H7NO as an isolated structure (ωB97M-V with the def2-TZVPD basis set).

```
13
Properties=species:S:1:pos:R:3:mulliken_charge:R:1
O 2.751 -1.365 -0.273 -0.49
C 1.609 -0.815 -0.619 -0.50
N 1.068 0.052 0.233 -0.13
C -0.158 0.773 0.053 0.07
C -1.346 0.392 0.893 -0.56
C -1.322 0.073 -0.574 -0.61
H 2.192 -1.627 -1.322 0.61
H 1.609 0.217 1.082 0.29
H -0.030 1.830 -0.174 0.34
H -1.212 -0.432 1.587 0.27
H -1.999 1.185 1.247 0.24
H -1.954 0.649 -1.243 0.24
H -1.169 -0.959 -0.869 0.24
```

Properties
E_LUMO: 1.1 eV
energy relative to the best compared isomer or geometry (same formula, charge and spin): 430.4 kJ/mol
spin multiplicity: 1
gap between HOMO and LUMO: 9.909 eV
highest occupied orbital energy: -8.80 eV
total charge: 0

---

Entry from the Open Molecules 2025 dataset: C47H40N4OP2Pt as an isolated structure (ωB97M-V with the def2-TZVPD basis set).

```
95
Properties=species:S:1:pos:R:3:mulliken_charge:R:1
Pt -1.120 1.781 -1.120 0.86
C -3.817 -0.064 -2.500 -0.60
C -4.398 1.141 -1.761 -1.81
P -3.250 1.672 -0.457 0.54
C -3.443 0.401 0.831 0.34
C -2.340 0.057 1.614 -0.47
C -2.463 -0.874 2.636 -0.57
C -3.687 -1.482 2.880 -0.69
C -4.791 -1.146 2.108 -0.71
C -4.672 -0.204 1.096 -0.10
C -3.927 3.204 0.220 0.58
C -4.356 3.309 1.540 -0.34
C -4.831 4.523 2.019 -0.82
C -4.880 5.629 1.188 -0.52
C -4.449 5.532 -0.130 -0.77
C -3.965 4.328 -0.609 -0.48
C -2.650 0.330 -3.428 -1.44
P -0.919 -0.048 -3.013 1.14
C -0.579 -1.436 -4.156 0.73
C -1.581 -2.313 -4.579 -0.30
C -1.286 -3.368 -5.430 -1.06
C 0.016 -3.562 -5.867 -0.59
C 1.021 -2.697 -5.459 -0.99
C 0.726 -1.643 -4.608 -0.76
C 0.216 1.204 -3.616 -0.34
C 1.459 1.304 -2.799 -0.41
C 2.238 2.627 -2.869 0.28
C 1.802 3.571 -3.947 -1.03
C 0.760 3.307 -4.731 -0.93
C -0.099 2.131 -4.518 0.10
H -4.595 -0.519 -3.114 0.63
H -3.526 -0.823 -1.769 0.14
H -5.375 0.909 -1.339 0.74
H -4.541 1.976 -2.450 0.61
H -1.385 0.537 1.423 0.36
H -1.604 -1.120 3.248 0.50
H -3.786 -2.206 3.678 0.44
H -5.751 -1.605 2.304 0.44
H -5.553 0.062 0.527 0.31
H -4.333 2.447 2.195 0.36
H -5.170 4.599 3.044 0.42
H -5.254 6.572 1.564 0.41
H -4.490 6.396 -0.780 0.41
H -3.614 4.260 -1.634 0.33
H -2.610 1.417 -3.528 0.80
H -2.791 -0.092 -4.423 1.02
H -2.611 -2.178 -4.266 0.33
H -2.075 -4.031 -5.758 0.46
H 0.246 -4.382 -6.534 0.42
H 2.034 -2.834 -5.814 0.47
H 1.523 -0.968 -4.329 0.24
H 2.084 0.411 -2.847 0.09
H 3.314 2.465 -2.916 0.53
H 2.388 4.468 -4.100 0.49
H 0.485 3.992 -5.522 0.46
H -1.030 2.083 -5.071 0.51
C 7.089 -2.992 8.009 -0.84
O 6.050 -3.721 7.357 -0.45
C 5.430 -3.154 6.312 0.85
C 4.425 -3.921 5.714 -0.53
C 3.733 -3.432 4.635 -0.59
C 4.020 -2.162 4.121 0.32
C 5.022 -1.407 4.722 -0.66
C 5.729 -1.886 5.811 -0.72
C 3.268 -1.677 2.975 0.18
N 2.310 -2.343 2.348 -0.86
C 1.899 -1.512 1.356 1.27
C 2.597 -0.317 1.364 -0.38
N 3.480 -0.446 2.411 -0.11
C 2.340 0.705 0.450 0.89
C 3.092 1.968 0.480 -1.10
C 2.849 2.964 -0.359 -1.50
C 1.785 2.887 -1.389 -0.25
N 1.015 1.572 -1.396 0.23
C 1.340 0.503 -0.485 0.68
C 0.617 -0.712 -0.569 -0.62
N -0.377 -1.004 -1.525 1.12
C -1.077 -2.139 -1.427 0.00
C -0.896 -3.096 -0.453 -1.38
C 0.125 -2.903 0.444 -0.35
C 0.885 -1.735 0.392 0.44
H 7.448 -3.636 8.803 0.25
H 6.702 -2.065 8.435 0.35
H 7.903 -2.777 7.315 0.35
H 4.212 -4.899 6.123 0.45
H 2.957 -4.024 4.170 0.47
H 5.276 -0.419 4.355 0.21
H 6.498 -1.278 6.260 0.44
H 4.132 0.242 2.744 0.20
H 3.867 2.078 1.227 0.44
H 3.417 3.885 -0.310 0.48
H 1.091 3.722 -1.303 0.54
H -1.808 -2.309 -2.205 0.19
H -1.522 -3.975 -0.444 0.56
H 0.362 -3.634 1.207 0.62
```

Properties
E_LUMO: -6.3 eV
energy relative to the best compared isomer or geometry (same formula, charge and spin): 383.6 kJ/mol
spin multiplicity: 1
gap between HOMO and LUMO: 5.784 eV
highest occupied orbital energy: -12.04 eV
total charge: +2

---

Question: Which of these has the highest total charge?
Answer: C47H40N4OP2Pt

---

Repeat the first record exactly.
Entry from the Open Molecules 2025 dataset: a 6-piece molecular cluster, C2H15NO5 overall (ωB97M-V with the def2-TZVPD basis set).

```
23
Properties=species:S:1:pos:R:3:mulliken_charge:R:1
C 3.199 1.605 0.042 -0.81
C 2.062 1.749 2.172 -0.14
N 2.180 1.304 0.992 0.19
H 3.166 2.585 -0.465 0.38
H 3.370 0.883 -0.780 0.30
H 4.192 1.561 0.478 0.41
H 1.338 1.252 2.801 0.32
H 2.572 2.685 2.335 0.33
H -2.896 1.099 -0.011 0.31
H -2.557 2.282 0.816 0.30
O -3.334 1.725 0.581 -0.62
H 1.353 -1.765 -1.870 0.31
H 0.614 -3.212 -1.931 0.32
O 1.039 -2.539 -1.382 -0.62
H -1.330 -0.756 1.046 0.25
H -0.231 0.090 0.357 0.27
O -1.146 -0.139 0.353 -0.52
H -1.018 0.046 -1.584 0.34
H -0.543 0.139 -3.001 0.31
O -0.246 0.325 -2.101 -0.62
H -1.758 -2.582 0.368 0.29
H -2.997 -2.707 -0.415 0.32
O -2.493 -3.201 0.246 -0.60
```

Properties
E_LUMO (spin up / spin down): -6.1 / -9.3 eV
energy relative to the best compared isomer or geometry (same formula, charge and spin): 218.9 kJ/mol
spin multiplicity: 2
gap between HOMO and LUMO (spin up / spin down): 7.541 / 4.299 eV
highest occupied orbital energy (spin up / spin down): -13.65 / -13.65 eV
total charge: +1

---

Question: Which formula does entry 1 have?
Answer: C2H15NO5